One molecule with the formula C4H8O2S at a distorted geometry. Source: the OMol25 dataset; level of theory: ωB97M-V/def2-TZVPD.

```
15
Properties=species:S:1:pos:R:3:forces:R:3:mulliken_charge:R:1
H 1.128 2.612 0.673 0.03 1.96 -1.07 0.37
H -1.670 1.409 -0.256 1.41 0.59 -1.51 0.36
C -0.147 -0.477 -0.006 -3.29 -0.31 0.29 0.15
C 0.881 1.627 0.899 0.02 -1.00 0.02 -1.16
H 0.305 1.752 1.827 0.03 -0.82 -0.19 0.27
H 1.028 0.712 -1.062 -1.85 1.43 0.78 0.17
H 2.684 -1.162 -1.163 -2.78 2.26 4.58 0.35
C 0.152 0.936 -0.305 4.07 -0.22 -0.61 0.33
C 0.929 -1.484 -0.004 -0.67 -1.44 1.38 -0.28
S -1.720 -0.853 0.230 0.25 -0.43 0.13 -0.36
O 2.080 -0.680 -0.232 4.16 -4.40 -4.63 -0.56
H 0.873 -1.983 1.068 0.71 0.99 -1.88 0.21
H 0.652 -2.389 -0.695 0.90 1.92 0.83 0.33
H 1.886 1.211 1.017 -0.50 -0.49 0.57 0.35
O -0.862 1.664 -0.842 -2.46 -0.05 1.30 -0.53
```
Forces are in eV/Å.

Output
- Total charge: 0
- SMILES: C[C@H](O)C(=S)CO
- Relative energy (zero: lowest compared OMol25 entry of this formula, charge and spin): 341.16 kJ/mol
- Gap between HOMO and LUMO: 8.605 eV
- E_LUMO: -0.29 eV
- Highest occupied orbital energy: -8.9 eV